Entry 1:
Below is a molecular structure, C32H56AsFN3OP2S5Sc at a distorted geometry, with properties calculated with wB97M-V/def2-TZVPD.

Last column: Löwdin charge in e.
CARTESIAN COORDINATES (ANGSTROEM)
Sc: -0.864 0.571 0.422  0.353
S: -4.050 3.561 2.638  -0.175
As: -2.172 3.053 1.793  -0.509
S: -1.397 1.264 2.857  0.090
S: -2.389 2.465 -0.311  0.081
S: -0.752 4.602 1.997  -0.198
C: 0.945 -0.805 4.099  -0.296
P: 1.244 -0.088 2.424  0.813
C: 1.964 1.524 2.965  -0.287
C: 2.682 -1.186 2.039  -0.380
C: 4.031 -0.988 2.309  -0.106
C: 4.976 -1.927 1.914  -0.112
C: 4.590 -3.079 1.246  -0.117
C: 3.245 -3.290 0.970  -0.098
C: 2.307 -2.349 1.360  -0.110
H: 0.588 -1.826 4.016  0.006
H: 0.178 -0.208 4.590  -0.001
H: 1.867 -0.774 4.685  0.040
H: 3.053 1.507 2.923  0.021
H: 1.625 1.734 3.977  0.038
H: 1.584 2.317 2.321  0.001
H: 4.365 -0.099 2.830  0.092
H: 6.026 -1.757 2.127  0.093
H: 5.334 -3.797 0.923  0.091
H: 2.927 -4.181 0.442  0.101
H: 1.255 -2.494 1.132  0.094
C: -5.388 -3.023 2.906  -0.084
N: -4.793 -1.920 3.600  -0.179
C: -5.573 -0.860 4.204  -0.135
C: -4.502 0.158 4.588  -0.151
N: -3.275 -0.642 4.580  0.002
C: -3.467 -1.776 3.859  -0.855
S: -2.311 -2.897 3.436  0.604
H: -5.992 -2.662 2.067  0.084
H: -6.029 -3.620 3.566  0.082
H: -4.583 -3.653 2.534  0.033
H: -6.107 -1.243 5.086  0.113
H: -6.309 -0.464 3.502  0.107
H: -4.667 0.577 5.580  0.110
H: -4.427 0.982 3.871  0.052
H: -2.432 -0.074 4.390  0.005
C: 2.414 -1.587 -2.184  -0.099
C: 3.140 -0.232 -2.263  -0.570
C: 4.176 -0.227 -1.134  -0.103
C: 3.897 -0.109 -3.586  -0.094
P: 1.832 1.129 -1.810  0.850
N: 0.935 0.676 -0.654  -0.323
C: 0.929 1.494 -3.480  -0.580
C: 0.505 0.119 -4.020  -0.102
C: -0.380 2.224 -3.174  -0.128
C: 1.682 2.267 -4.562  -0.092
C: 2.823 2.727 -1.372  -0.577
C: 3.956 3.190 -2.286  -0.090
C: 1.754 3.827 -1.294  -0.098
C: 3.366 2.519 0.053  -0.110
H: 3.109 -2.369 -1.862  0.069
H: 1.990 -1.894 -3.139  0.063
H: 1.609 -1.528 -1.447  0.055
H: 4.779 -1.139 -1.178  0.081
H: 3.674 -0.204 -0.169  0.053
H: 4.855 0.623 -1.209  0.060
H: 4.624 -0.927 -3.650  0.083
H: 4.445 0.833 -3.651  0.058
H: 3.245 -0.186 -4.454  0.051
H: 0.084 -0.476 -3.208  0.061
H: 1.330 -0.430 -4.469  0.050
H: -0.267 0.243 -4.786  0.084
H: -1.052 2.145 -4.036  0.085
H: -0.870 1.760 -2.322  -0.024
H: -0.253 3.280 -2.949  0.064
H: 2.666 1.851 -4.777  0.054
H: 1.803 3.316 -4.287  0.060
H: 1.093 2.238 -5.485  0.082
H: 3.606 3.420 -3.292  0.053
H: 4.756 2.450 -2.355  0.052
H: 4.386 4.104 -1.863  0.083
H: 1.423 4.141 -2.284  0.056
H: 2.151 4.708 -0.782  0.084
H: 0.886 3.487 -0.726  0.057
H: 4.412 2.207 0.059  0.067
H: 2.769 1.757 0.550  0.021
H: 3.290 3.444 0.630  0.086
F: -2.970 -4.485 -3.093  0.000
C: -2.567 -3.430 -2.319  -0.306
C: -2.660 -2.150 -2.822  -0.043
C: -2.237 -1.093 -2.022  -0.167
C: -1.720 -1.244 -0.722  -0.218
C: -1.679 -2.580 -0.282  -0.156
C: -2.098 -3.667 -1.048  -0.043
H: -3.048 -1.990 -3.821  0.106
H: -2.332 -0.096 -2.447  0.078
H: -1.319 -2.805 0.718  0.037
H: -2.052 -4.681 -0.667  0.104
C: -5.237 0.154 -0.752  -0.092
C: -4.953 0.334 0.730  -0.332
O: -3.709 -0.232 1.129  -0.178
H: -6.211 0.588 -0.996  0.069
H: -5.237 -0.905 -1.027  0.070
H: -4.469 0.663 -1.330  0.032
H: -5.769 -0.108 1.321  0.090
H: -4.891 1.394 0.979  0.042
H: -3.719 -1.173 0.923  0.060

The calculation puts the total energy at -197627.9278 eV. The total charge is -2. The relative energy (zero: lowest compared OMol25 entry of this formula, charge and spin) comes out at 4.9 kcal/mol. Its HOMO energy is -0.0562 hartree. The LUMO energy comes out at 0.150 Eh. The HOMO-LUMO gap is 5.620 eV.

=====

Entry 2:
Below is 3 unconnected molecules or ions with the total composition C2H10O2S2 at a distorted geometry, with properties calculated with wB97M-V/def2-TZVPD.

Last column: natural (NBO) charge in e.
CARTESIAN COORDINATES (ANGSTROEM)
C: 2.176 0.550 -1.055  -0.695
S: 0.351 0.223 -1.275  0.016
S: -0.215 -0.200 0.636  0.071
C: -1.968 0.116 0.579  -0.772
H: 2.296 1.542 -0.632  0.228
H: 2.527 0.360 -2.067  0.233
H: 2.345 -0.212 -0.298  0.225
H: -2.062 1.187 0.765  0.221
H: -2.472 -0.243 1.487  0.239
H: -2.577 -0.263 -0.231  0.236
H: -2.763 -3.546 -2.835  0.462
H: -1.496 -2.786 -2.973  0.467
O: -1.970 -3.339 -2.333  -0.930
H: 1.295 1.759 3.544  0.472
H: 2.702 2.412 3.549  0.469
O: 1.830 2.440 3.139  -0.942

The calculation puts the total energy at -28000.8714 eV. As for the SMILES: CSSC.O.O. The relative energy (zero: lowest compared OMol25 entry of this formula, charge and spin) comes out at 28.8 kcal/mol. Its HOMO energy is -0.2789 hartree. The LUMO energy comes out at 0.023 Eh. The HOMO-LUMO gap is 8.212 eV.

=====

Copy entry 2 word for word.
Below is 3 unconnected molecules or ions with the total composition C2H10O2S2 at a distorted geometry, with properties calculated with wB97M-V/def2-TZVPD.

Last column: natural (NBO) charge in e.
CARTESIAN COORDINATES (ANGSTROEM)
C: 2.176 0.550 -1.055  -0.695
S: 0.351 0.223 -1.275  0.016
S: -0.215 -0.200 0.636  0.071
C: -1.968 0.116 0.579  -0.772
H: 2.296 1.542 -0.632  0.228
H: 2.527 0.360 -2.067  0.233
H: 2.345 -0.212 -0.298  0.225
H: -2.062 1.187 0.765  0.221
H: -2.472 -0.243 1.487  0.239
H: -2.577 -0.263 -0.231  0.236
H: -2.763 -3.546 -2.835  0.462
H: -1.496 -2.786 -2.973  0.467
O: -1.970 -3.339 -2.333  -0.930
H: 1.295 1.759 3.544  0.472
H: 2.702 2.412 3.549  0.469
O: 1.830 2.440 3.139  -0.942

The calculation puts the total energy at -28000.8714 eV. As for the SMILES: CSSC.O.O. The relative energy (zero: lowest compared OMol25 entry of this formula, charge and spin) comes out at 28.8 kcal/mol. Its HOMO energy is -0.2789 hartree. The LUMO energy comes out at 0.023 Eh. The HOMO-LUMO gap is 8.212 eV.

=====

> Look up the HOMO of the first one.

-0.0562 hartree

=====

Please write out number 2 again, unchanged.
Below is 3 unconnected molecules or ions with the total composition C2H10O2S2 at a distorted geometry, with properties calculated with wB97M-V/def2-TZVPD.

Last column: natural (NBO) charge in e.
CARTESIAN COORDINATES (ANGSTROEM)
C: 2.176 0.550 -1.055  -0.695
S: 0.351 0.223 -1.275  0.016
S: -0.215 -0.200 0.636  0.071
C: -1.968 0.116 0.579  -0.772
H: 2.296 1.542 -0.632  0.228
H: 2.527 0.360 -2.067  0.233
H: 2.345 -0.212 -0.298  0.225
H: -2.062 1.187 0.765  0.221
H: -2.472 -0.243 1.487  0.239
H: -2.577 -0.263 -0.231  0.236
H: -2.763 -3.546 -2.835  0.462
H: -1.496 -2.786 -2.973  0.467
O: -1.970 -3.339 -2.333  -0.930
H: 1.295 1.759 3.544  0.472
H: 2.702 2.412 3.549  0.469
O: 1.830 2.440 3.139  -0.942

The calculation puts the total energy at -28000.8714 eV. As for the SMILES: CSSC.O.O. The relative energy (zero: lowest compared OMol25 entry of this formula, charge and spin) comes out at 28.8 kcal/mol. Its HOMO energy is -0.2789 hartree. The LUMO energy comes out at 0.023 Eh. The HOMO-LUMO gap is 8.212 eV.

=====

> Look up the relative energy (zero: lowest compared OMol25 entry of this formula, charge and spin) of the second one.

28.8 kcal/mol